1.
Formula: C9H31FeO10
Source: the OMol25 dataset
Level of theory: the ωB97M-V functional and the def2-TZVPD basis

Computed properties:
* 2S+1: 6
* Kohn-Sham gap (spin up / spin down): 6.6571 / 3.1309 eV
* total charge: +2
* total energy: -2376.7341 hartree

Cartesian coordinates (Å):
Fe 1.223491 -0.275815 2.197539
O -0.328069 -0.236985 0.997359
H -0.538409 -0.057635 0.060279
C -3.723479 -0.297985 1.284779
C -3.440569 1.155015 0.915629
O -2.277829 1.365435 0.074799
O -2.682569 -0.794885 2.079269
H -4.024579 -0.854755 0.397389
H -4.689789 -0.300165 1.789099
H -3.383099 1.659245 1.880269
H -4.341349 1.541085 0.438519
H -1.527049 0.950575 0.505869
H -1.872329 -0.620365 1.594849
C 1.312871 -3.169395 2.541599
C -0.025289 -2.790905 3.164619
O 0.031531 -1.408335 3.632189
O 1.642571 -2.336395 1.477979
H 1.184671 -4.188675 2.177269
H 2.108281 -3.222235 3.284989
H -0.207939 -3.381855 4.062119
H -0.815319 -2.952905 2.431329
H -0.582229 -1.300585 4.362459
H 2.475151 -2.579865 1.066709
C 1.044141 3.842465 0.229029
C 1.344101 2.954625 -0.981921
O 2.765341 2.824675 -1.082861
O 1.551861 3.216305 1.427009
H -0.038299 3.897555 0.344749
H 1.404181 4.859865 0.076199
H 1.135451 3.468305 -1.920371
H 0.910531 1.959755 -0.880221
H 3.009981 2.612775 -1.986661
H 0.934531 3.488895 2.109799
C -1.622519 -1.798815 -1.646741
O -1.563589 -2.338135 -0.337461
H -0.722969 -2.177285 -2.132201
H -2.478489 -2.224045 -2.170771
H -1.653639 -0.711595 -1.575401
H -1.048059 -1.734365 0.202249
C -0.072849 1.037515 -3.700921
O 1.043311 0.729605 -4.611621
H -0.989419 0.555465 -4.040971
H 0.178741 0.736255 -2.684041
H -0.331239 2.094525 -3.764651
H 1.062471 -0.223175 -4.727561
C 2.853581 -0.553285 -1.696361
O 4.027891 -0.129325 -1.070351
H 2.504951 0.217295 -2.383941
H 3.046641 -1.404805 -2.348851
H 2.116471 -0.671615 -0.902151
H 4.068201 -0.431045 -0.159891

Atoms 1-2, force components in eV/Å:
Fe -1.43 -0.55 -0.83
O -0.24 0.61 -0.13

---

2.
Formula: C3H10NO2
Source: the OMol25 dataset
Level of theory: the ωB97M-V functional and the def2-TZVPD basis

Computed properties:
* ΔE to the lowest compared entry with this formula, charge and spin: 110.0 kcal per mole
* Kohn-Sham gap: 8.2097 eV
* total charge: +1
* total energy: -325.1422 hartree

Cartesian coordinates (Å):
C -0.386557 1.808203 -0.590893
C 0.745366 2.233680 0.026213
C -0.737087 -0.404271 -1.239119
N -0.862140 0.397171 -0.175528
H -1.044601 2.197446 -1.339115
H 0.861397 3.296710 0.414287
H 1.733206 1.645397 0.171664
H -1.285295 -0.010153 -2.159174
H -0.514363 -1.452822 -1.131795
H -0.459842 -0.151427 0.585759
H 1.640332 -1.982276 -1.397579
H 1.914257 -2.840298 -0.072500
O 1.390500 -2.051927 -0.490854
H -0.635109 -0.697809 2.900564
H -0.336803 -1.714021 1.935506
O -0.586566 -0.810149 2.008837

Atoms 1-2, force components in eV/Å:
C 0.86 -0.98 2.50
C 0.78 0.69 -0.09

---

3.
Formula: C29H54IN4O5
Source: the OMol25 dataset
Level of theory: the ωB97M-V functional and the def2-TZVPD basis

Computed properties:
* ΔE to the lowest compared entry with this formula, charge and spin: 182.3 kcal per mole
* Kohn-Sham gap: 6.4851 eV
* total charge: +1
* total energy: -2029.7006 hartree

Cartesian coordinates (Å):
C -0.430441 -1.982857 -4.189237
C 0.740903 -2.053570 -3.098112
C 1.770420 -0.784938 -3.174898
I 3.436906 -1.424068 -4.420726
C 2.155162 -0.437707 -1.657682
C 2.617784 -1.700813 -0.777191
C 3.488832 -1.080189 0.439125
C 3.629902 -2.168172 1.641028
C 2.300710 -1.944602 2.541622
C 2.177989 -0.803078 3.660402
N 1.234764 -2.714318 2.341703
N 4.809154 -0.679179 -0.152444
C 4.540276 0.153209 -1.363820
N 5.560510 0.420672 -2.208059
N 3.171820 0.656342 -1.495825
O 3.068695 1.622361 -2.446444
C 2.125610 2.640125 -2.089108
O 1.861590 3.497977 -2.976102
C 1.346534 2.766551 -0.718648
C 1.891429 2.437439 0.692469
C 1.105952 2.595728 2.025074
C -0.345806 3.138239 1.959326
C -0.901267 3.503403 0.548843
C -0.125630 3.323756 -0.784830
H 0.013095 -2.023799 -5.239431
H -1.065883 -1.032467 -4.006053
H -1.152209 -2.869586 -4.034650
H 0.220291 -2.056572 -2.062460
H 1.353609 -3.027469 -3.124167
H 1.156025 0.069442 -3.652111
H 1.181791 -0.051365 -1.159973
H 1.666464 -2.214407 -0.369330
H 3.245430 -2.388412 -1.443856
H 2.915444 -0.191874 0.916243
H 3.644662 -3.244181 1.260506
H 4.523405 -1.894448 2.299680
H 1.196890 -0.196275 3.566927
H 2.167274 -1.235570 4.734379
H 3.046845 -0.054725 3.641927
H 0.468981 -2.409017 2.981309
H 5.221862 -0.028148 0.555229
H 5.739433 -0.035076 -3.109591
H 6.280321 1.096453 -1.883655
H 2.963855 2.025860 0.779391
H 1.636761 2.299630 3.000085
H -0.915529 3.240530 2.938564
H -1.966658 3.934904 0.518464
H -0.619126 3.633877 -1.778201
C -6.682138 4.107113 -1.288347
C -5.389061 4.507088 -1.977957
O -4.299159 3.640869 -1.687123
C -4.455337 2.277734 -2.058252
C -4.677031 2.075633 -3.547308
H -6.540769 4.062706 -0.204756
H -7.470345 4.830810 -1.509117
H -7.030893 3.124266 -1.612438
H -5.096716 5.501318 -1.629782
H -5.528908 4.588567 -3.060387
H -5.259398 1.816844 -1.475198
H -3.532975 1.768702 -1.767799
H -5.598129 2.549065 -3.891530
H -4.742716 1.009388 -3.780848
H -3.851669 2.508531 -4.119426
C -3.362595 -6.561415 -1.437529
C -2.976563 -5.323034 -2.228028
O -2.121136 -5.596789 -3.329644
C -2.631495 -6.471650 -4.327941
C -3.902055 -5.964179 -4.987599
H -2.469645 -7.079032 -1.076080
H -3.980078 -6.287241 -0.578660
H -3.929114 -7.272033 -2.042804
H -2.428193 -4.642020 -1.570877
H -3.864447 -4.778187 -2.564766
H -2.777585 -7.474218 -3.913139
H -1.852995 -6.563191 -5.088551
H -4.723595 -5.870539 -4.274964
H -4.221408 -6.650689 -5.776213
H -3.736288 -4.977539 -5.429230
C 3.601019 1.819901 7.733849
C 3.568604 2.647081 6.460234
O 2.409758 2.422183 5.666713
C 1.157253 2.714508 6.274326
C 1.014014 4.164712 6.701961
H 3.529576 0.753688 7.500453
H 4.531191 1.997308 8.278814
H 2.771578 2.064143 8.400704
H 4.427098 2.373954 5.840424
H 3.674762 3.713714 6.680577
H 0.977990 2.037189 7.115528
H 0.389904 2.490313 5.528945
H 1.746208 4.440826 7.462669
H 0.018449 4.342104 7.117490
H 1.160206 4.831890 5.847916

Atoms 1-2, force components in eV/Å:
C 0.05 -0.22 0.58
C -0.33 0.01 0.64

---

4.
Formula: C4H2N2O
Source: the OMol25 dataset
Level of theory: the ωB97M-V functional and the def2-TZVPD basis

Computed properties:
* ΔE to the lowest compared entry with this formula, charge and spin: 44.4 kcal per mole
* SMILES string: N#CC#CC(N)=O
* Kohn-Sham gap: 10.3823 eV
* total energy: -338.2707 hartree

Cartesian coordinates (Å):
N 0.847640 -1.257359 0.136546
C 0.945524 -0.217689 -0.736736
O 1.728837 -0.151271 -1.659441
C -0.035923 0.838566 -0.544946
C -0.994264 1.570271 -0.395713
C -1.915638 1.493376 0.645043
N -2.261261 1.069288 1.665595
H 0.231929 -1.301017 0.937375
H 1.453157 -2.044164 -0.047723

Atoms 1-2, force components in eV/Å:
N 0.13 0.03 -0.11
C 0.33 -0.10 -0.45

---

5.
Formula: C14H42N10O7
Source: the OMol25 dataset
Level of theory: the ωB97M-V functional and the def2-TZVPD basis

Computed properties:
* 2S+1: 2
* Kohn-Sham gap (spin up / spin down): 7.5374 / 1.6995 eV
* total charge: +1
* total energy: -1632.4601 hartree

Cartesian coordinates (Å):
C 4.714837 -2.868234 2.075037
O 5.855654 -3.224951 1.619251
N 3.747127 -2.292997 1.430137
N 4.447217 -3.091512 3.403042
H 3.821739 -2.221019 0.425470
H 2.844934 -2.143641 1.858913
H 3.479981 -3.257738 3.641656
H 5.164548 -3.601879 3.898075
C 1.955975 4.112983 2.239355
O 1.731494 4.765090 1.263224
N 1.457059 2.890114 2.494156
N 2.798088 4.360807 3.276787
H 0.985410 2.521673 1.680586
H 1.675298 2.279257 3.268325
H 3.072367 3.534353 3.788484
H 3.310840 5.214141 3.106470
C 4.962881 2.607510 0.558598
O 5.784377 3.283428 0.043654
N 4.882108 2.263190 1.798778
N 4.131882 2.052040 -0.228265
H 4.379116 1.440010 2.097889
H 5.732235 2.465380 2.305249
H 4.278390 2.256145 -1.206523
H 3.478053 1.328723 0.035212
C 1.489866 -0.236976 -1.137571
O 1.806484 0.551103 -0.324797
N 1.076290 0.074244 -2.277446
N 1.462001 -1.522409 -0.989427
H 0.747841 -0.730501 -2.791840
H 0.862014 1.051823 -2.413520
H 1.010750 -2.042648 -1.728230
H 1.299677 -1.834638 -0.042713
C -2.392977 2.495798 -1.757777
O -3.513251 1.610735 -1.752305
C -4.879090 2.042676 -1.977639
C -5.450854 3.211461 -1.051260
N -4.678360 3.414057 0.199400
C -5.177767 2.397880 1.228325
C -4.666095 2.860422 2.615656
O -5.366104 2.036365 3.576170
C -5.259701 2.566329 4.860384
H -2.380385 3.057656 -2.691723
H -1.482012 1.960003 -1.491016
H -2.421495 3.232310 -0.954752
H -5.501000 1.175181 -1.756781
H -5.058897 2.223009 -3.037473
H -6.499558 3.015577 -0.827768
H -5.393010 4.168568 -1.569616
H -3.748665 3.147713 -0.091864
H -5.028679 1.356396 0.943400
H -6.252369 2.559404 1.313507
H -4.705297 3.948974 2.655888
H -3.614371 2.603721 2.742498
H -5.461632 3.626521 5.013108
H -4.328535 2.210005 5.300918
H -6.064001 2.061396 5.395400
C 2.270410 -4.251858 -3.672463
C 0.703136 -4.185868 -3.502449
C 0.126308 -4.620775 -2.110873
O 0.721310 -5.957117 -1.759774
C -0.008259 -7.129188 -1.975844
N 0.154563 -2.900548 -3.832612
H 2.591376 -3.884986 -4.647388
H 2.807961 -5.176934 -3.464197
H 2.646309 -3.542646 -2.935011
H 0.290895 -4.838462 -4.272045
H -0.927806 -4.451542 -1.891073
H 0.462281 -3.988559 -1.288969
H 0.560103 -7.987011 -1.616406
H -0.220505 -7.196718 -3.042849
H -0.915350 -7.217553 -1.377946
H 0.465387 -2.661364 -4.763352
H -0.850548 -2.973903 -3.899451

Atoms 1-2, force components in eV/Å:
C 5.71 -2.95 1.17
O -3.44 1.48 0.62

---

6.
Formula: C4H4Br3N2O2S2
Source: the OMol25 dataset
Level of theory: the ωB97M-V functional and the def2-TZVPD basis

Computed properties:
* Kohn-Sham gap: 6.9057 eV
* total charge: -1
* total energy: -8933.1445 hartree

Cartesian coordinates (Å):
C 0.527015 -1.317641 0.852485
C 1.137660 -0.133506 0.330022
C -1.032889 -1.810732 -2.226457
C 0.083160 2.370193 1.530143
N -0.150970 -2.019260 -0.013591
N 0.013682 -1.463580 -1.272550
O -0.570236 1.102837 -0.890383
O 2.124377 1.000162 2.403802
S 0.520397 0.203735 -1.278787
S 1.651133 1.305881 1.045614
Br -1.484537 1.272319 1.684302
Br -0.184149 3.855863 0.202098
Br 0.280177 3.180940 3.184226
H 0.690852 -1.698598 1.802233
H -1.550852 -0.827365 -2.530652
H -0.592173 -2.333130 -3.092039
H -1.462648 -2.688118 -1.730465

Atoms 1-2, force components in eV/Å:
C -0.41 0.54 -2.52
C 0.69 0.05 -0.52